# 1
C26H28ClN3O4 | wB97M-V/def2-TZVPD

Each line ends with the natural charge from an NBO analysis.
Element x y z (Å)
O 1.194 0.270 -2.114  -0.649
C 0.340 0.683 -1.359  0.702
C 0.662 1.721 -0.272  -0.318
N -0.268 1.769 0.832  -0.435
C -1.104 2.958 0.956  -0.252
C -2.288 2.874 0.027  -0.086
C -3.350 2.039 0.369  -0.165
C -4.427 1.865 -0.481  -0.231
C -4.463 2.532 -1.694  -0.198
C -3.424 3.374 -2.050  -0.223
C -2.345 3.537 -1.195  -0.022
Cl -1.068 4.602 -1.690  0.002
C -0.482 0.763 1.730  0.637
O -1.310 0.880 2.625  -0.637
C 0.275 -0.483 1.612  0.119
C 0.262 -1.544 2.488  -0.205
C 1.094 -2.532 1.930  -0.348
C 1.558 -2.022 0.745  0.388
C 2.467 -2.568 -0.315  -0.290
N 3.869 -2.219 -0.234  -0.434
C 4.640 -2.796 0.850  -0.246
C 4.652 -1.930 2.117  -0.092
O 5.091 -0.620 1.826  -0.529
C 4.247 -0.013 0.871  -0.089
C 4.201 -0.820 -0.434  -0.265
O 1.066 -0.787 0.557  -0.430
N -0.959 0.338 -1.419  -0.634
C -1.434 -0.815 -2.157  -0.263
C -1.574 -1.994 -1.225  0.057
C -0.810 -3.139 -1.397  -0.249
C -0.901 -4.184 -0.494  -0.196
C -1.748 -4.089 0.596  -0.222
C -2.515 -2.950 0.774  -0.188
C -2.431 -1.911 -0.134  -0.247
H 0.674 2.700 -0.755  0.243
H 1.679 1.515 0.078  0.234
H -0.501 3.842 0.748  0.221
H -1.455 2.989 1.991  0.258
H -3.312 1.527 1.320  0.238
H -5.240 1.214 -0.196  0.221
H -5.300 2.404 -2.363  0.221
H -3.445 3.903 -2.990  0.231
H -0.281 -1.585 3.410  0.244
H 1.316 -3.495 2.341  0.232
H 2.397 -3.659 -0.309  0.213
H 2.109 -2.191 -1.278  0.235
H 4.256 -3.790 1.079  0.197
H 5.672 -2.889 0.493  0.198
H 5.355 -2.329 2.850  0.191
H 3.646 -1.894 2.564  0.166
H 4.663 0.980 0.689  0.194
H 3.239 0.095 1.299  0.156
H 3.483 -0.377 -1.126  0.233
H 5.199 -0.791 -0.888  0.195
H -1.580 0.688 -0.703  0.412
H -0.703 -1.023 -2.940  0.236
H -2.397 -0.562 -2.613  0.209
H -0.142 -3.212 -2.242  0.216
H -0.303 -5.072 -0.639  0.212
H -1.812 -4.901 1.306  0.213
H -3.178 -2.869 1.622  0.215
H -3.036 -1.026 0.008  0.207

Atoms 1-6, force components in eV/Å:
0.4 -0.1 -0.3
-0.2 0.5 0.2
0.5 -0.3 -0.3
0.0 0.3 0.0
-0.1 0.1 0.3
0.0 0.2 0.0

Calculated values
SMILES string: O=C(CN(Cc1ccccc1Cl)C(=O)c1ccc(CN2CCOCC2)o1)NCc1ccccc1
E_tot in Eh: -1932.997295
2S+1: 1

# 2
C8H70FNO29 | wB97M-V/def2-TZVPD

Each line ends with the Löwdin charge.
Element x y z (Å)
C -1.898 1.046 -3.194  -0.146
C -3.154 0.032 -2.906  -0.239
C -4.309 0.620 -1.902  -0.217
C -3.741 1.251 -0.491  -0.214
C -3.584 0.159 0.729  -0.178
C -2.434 -0.984 0.486  -0.161
C -0.901 -0.409 0.366  -0.152
O -0.322 0.081 1.630  -0.107
C 0.188 1.440 1.279  -0.231
O -0.655 2.478 1.443  0.022
N 1.570 1.725 0.719  0.067
F 1.780 3.079 0.608  -0.026
H -0.924 0.789 -2.577  0.053
H -2.152 2.173 -2.991  0.070
H -1.592 0.882 -4.336  0.067
H -2.835 -1.036 -2.499  0.098
H -3.655 -0.184 -3.968  0.098
H -5.179 -0.133 -1.659  0.107
H -4.821 1.530 -2.480  0.111
H -4.575 2.025 -0.127  0.101
H -2.779 1.892 -0.687  0.092
H -4.629 -0.379 0.931  0.126
H -3.353 0.780 1.721  0.114
H -2.450 -1.682 1.451  0.111
H -2.656 -1.686 -0.425  0.103
H -0.861 0.454 -0.424  0.107
H -0.228 -1.321 0.021  0.148
H 1.657 1.347 -0.271  0.172
O -2.462 -1.247 -5.820  -0.058
H -1.873 -1.874 -6.266  0.044
H -2.880 -0.761 -6.546  0.055
O 3.798 -0.462 0.654  -0.057
H 4.711 -0.154 0.556  0.042
H 3.269 0.346 0.579  -0.010
O -6.752 1.302 -0.336  -0.069
H -7.424 1.138 -1.015  0.054
H -7.266 1.538 0.450  0.002
O 0.659 0.303 -4.554  -0.094
H 1.218 1.048 -4.823  0.045
H 1.242 -0.239 -4.001  -0.007
O 3.263 1.077 3.738  -0.052
H 3.151 1.965 4.107  0.060
H 2.786 1.112 2.895  0.020
O -7.551 2.227 2.548  -0.048
H -8.157 1.506 2.776  0.062
H -7.662 2.863 3.272  0.062
O 5.489 2.471 4.365  -0.062
H 6.115 2.344 5.093  0.049
H 5.238 1.569 4.112  0.024
O -3.360 -1.197 4.071  -0.073
H -2.802 -0.452 3.801  0.006
H -2.777 -1.739 4.623  0.037
O 6.096 -1.068 2.306  -0.054
H 6.068 -1.977 1.971  0.060
H 5.177 -0.878 2.547  0.012
O -0.272 -2.297 -3.582  -0.055
H 0.317 -2.925 -4.028  0.019
H -0.690 -1.812 -4.309  0.016
O 1.798 -3.367 -5.795  -0.065
H 1.646 -2.534 -6.266  0.040
H 2.609 -3.717 -6.195  0.039
O 4.142 -2.600 4.400  -0.059
H 3.716 -1.731 4.454  0.021
H 3.624 -3.073 3.732  0.045
O 8.091 1.088 1.101  -0.076
H 7.485 0.366 1.328  -0.008
H 7.980 1.723 1.824  -0.002
O -3.541 -3.491 0.593  -0.080
H -4.008 -3.877 1.349  0.032
H -2.824 -4.118 0.415  0.055
O 3.158 0.013 -4.166  -0.084
H 3.716 0.758 -4.435  0.073
H 3.741 -0.529 -3.613  0.052
O -9.756 2.927 0.459  -0.068
H -9.351 3.639 -0.059  0.045
H -9.204 2.872 1.254  -0.007
O 1.329 -1.220 3.490  -0.062
H 0.914 -0.640 2.834  -0.013
H 1.698 -0.608 4.143  0.006
O 3.317 5.756 0.460  -0.064
H 2.711 5.035 0.687  -0.001
H 3.206 6.392 1.183  0.042
O 4.057 -2.081 -6.511  -0.060
H 4.177 -1.355 -7.141  0.056
H 3.789 -1.639 -5.692  0.014
O 2.535 -1.976 -2.726  -0.057
H 1.863 -2.140 -3.404  -0.003
H 2.021 -1.739 -1.939  0.049
O -6.431 -4.319 1.810  -0.060
H -6.857 -3.450 1.864  0.044
H -6.949 -4.793 1.142  0.045
O -3.819 3.154 -4.833  -0.071
H -2.906 3.462 -4.931  0.034
H -4.348 3.962 -4.907  0.040
O -0.632 5.527 1.693  -0.074
H -0.661 4.618 1.358  -0.011
H -1.552 5.717 1.933  0.038
O 5.466 -5.057 3.284  -0.058
H 4.860 -5.778 3.511  0.049
H 5.355 -4.421 4.007  0.020
O -0.733 0.287 5.075  -0.047
H -0.328 0.999 4.557  0.035
H -0.181 0.233 5.869  0.051
O 8.042 3.157 3.536  -0.058
H 8.485 3.992 3.321  0.055
H 7.424 3.394 4.243  0.014
O 4.333 -6.569 0.691  -0.066
H 3.918 -5.989 0.036  0.038
H 4.702 -5.956 1.345  -0.003

Atoms 1-6, force components in eV/Å:
0.3 -0.5 -0.5
-0.9 -0.5 -0.3
0.1 1.2 -0.2
-1.2 0.2 0.2
0.1 0.4 0.0
0.3 0.2 1.6

Calculated values
E_tot in Eh: -2683.078010
2S+1: 1